# 1
Below is C40H56B2CdF4N6OSbSi as an isolated structure at a distorted geometry, with properties calculated with ωB97M-V/def2-TZVPD.

Summary:
HOMO energy (eV): -6.03
Total charge: -1
Orbital gap (eV): 8.306
Multiplicity: 1
Max |F| (eV Å⁻¹): 3.13

Each line ends with the Löwdin charge.
Element x y z (Å)
Cd 1.49730 2.48691 0.79631  1.39
B -1.08413 4.68906 0.68236  -0.51
N 0.20343 5.42030 0.24435  -0.09
C 0.43050 6.75138 0.06726  -0.09
C 1.79321 6.94384 0.10863  -0.10
C 2.35109 5.68943 0.26896  -0.16
N 1.38804 4.73904 0.31401  -0.05
N -1.35936 3.44000 -0.15990  -0.09
C -2.50690 3.02102 -0.74193  -0.09
C -2.20655 1.85662 -1.39080  -0.08
C -0.85189 1.60606 -1.17206  -0.16
N -0.30656 2.62091 -0.51707  -0.04
H -2.00373 5.45005 0.66192  0.05
H -1.03376 4.51992 1.91233  0.06
H -0.36694 7.46506 -0.06242  0.11
H 2.23451 7.96383 -0.01420  0.10
H 3.36791 5.36515 0.30217  0.09
H -3.38501 3.66260 -0.67210  0.12
H -2.87402 1.15344 -1.84945  0.07
H -0.27473 0.71840 -1.57383  0.12
F 1.41558 -0.20845 -0.65111  0.10
B 0.66623 -1.31684 -0.25435  -1.33
F 0.27144 -1.34513 1.06683  0.14
F -0.52641 -1.48229 -1.02308  0.02
F 1.38144 -2.48603 -0.53186  0.10
C -2.37124 -0.41926 3.65702  -0.04
N -1.09028 0.18243 3.43226  -0.11
C 0.10898 -0.07810 4.08461  -0.07
C 1.04242 0.66802 3.50776  -0.11
N 0.42562 1.41512 2.49677  -0.03
C -0.82607 1.10893 2.45212  -0.15
H -2.96448 0.12011 4.39600  0.08
H -2.15579 -1.48760 3.89705  0.10
H -3.05529 -0.27528 2.77682  0.10
H 0.26255 -0.83939 4.81743  0.12
H 2.08809 0.63655 3.55788  0.09
H -1.57275 1.53717 1.79824  0.13
C -6.72478 -1.19589 -0.65589  -0.12
C -5.98585 -2.41087 -0.05111  -0.70
C -6.75864 -3.66328 -0.50359  -0.13
C -5.98164 -2.38589 1.42455  -0.18
Sb -3.81397 -2.32678 -0.69262  1.61
C -2.93950 -3.93959 0.52514  -0.69
C -3.67333 -5.25123 0.90079  -0.11
C -2.59518 -3.20112 1.81749  -0.18
C -1.60388 -4.32022 -0.11517  -0.12
C -4.13895 -3.24981 -2.66126  -0.68
C -4.51785 -4.75784 -2.82432  -0.11
C -5.09222 -2.31987 -3.46850  -0.14
C -2.70968 -3.16177 -3.32384  -0.15
H -7.73741 -1.35158 -0.59841  0.04
H -6.50146 -1.15037 -1.69748  0.03
H -6.53296 -0.20318 -0.20427  0.09
H -7.68066 -3.81698 0.01947  0.06
H -6.17067 -4.55830 -0.27940  0.06
H -7.13366 -3.71039 -1.55004  0.08
H -7.03723 -2.27783 1.81383  0.10
H -5.49099 -1.50579 1.78855  0.05
H -5.60894 -3.32130 1.93954  0.08
H -4.61720 -5.13513 1.45198  0.06
H -3.00409 -5.79935 1.54670  0.07
H -3.89958 -5.97377 0.12121  0.06
H -3.50421 -3.09124 2.40403  0.06
H -2.27072 -2.26649 1.50230  0.00
H -1.83604 -3.69847 2.43890  0.10
H -1.76061 -4.89531 -1.04204  0.06
H -1.11667 -5.01879 0.62032  0.10
H -1.02495 -3.44951 -0.42891  0.05
H -5.55257 -4.91697 -2.51082  0.04
H -3.73990 -5.37914 -2.38818  0.06
H -4.57864 -5.00675 -3.94411  0.10
H -6.10297 -2.52405 -3.20469  0.04
H -5.06486 -2.52453 -4.53447  0.08
H -4.87058 -1.30091 -3.23478  0.05
H -2.02933 -3.88194 -2.93344  0.04
H -2.26508 -2.15978 -3.21961  0.07
H -2.84352 -3.42349 -4.41375  0.09
O 3.57364 2.13913 1.34603  -0.46
Si 4.78450 1.74555 0.37986  0.36
C 5.48390 0.19010 0.97500  -0.20
C 6.78445 0.19246 1.59287  -0.08
C 7.27787 -0.92676 2.23009  -0.12
C 6.53353 -2.10436 2.27439  -0.10
C 5.33920 -2.17061 1.56776  -0.10
C 4.78663 -1.05802 0.98563  -0.07
C 6.04522 3.13119 0.38694  -0.23
C 6.22374 3.88745 1.57509  -0.08
C 7.02794 5.06002 1.52764  -0.11
C 7.63557 5.44163 0.36892  -0.12
C 7.53027 4.66798 -0.79880  -0.11
C 6.72309 3.56376 -0.77327  -0.11
C 4.07298 1.42304 -1.39647  -0.20
C 3.18415 2.41392 -1.93653  -0.11
C 2.56698 2.18932 -3.17981  -0.09
C 2.71081 1.00738 -3.85296  -0.12
C 3.48309 0.02841 -3.32282  -0.09
C 4.16607 0.22686 -2.12542  -0.09
H 7.38807 1.10369 1.69368  0.10
H 8.16378 -0.80908 2.79985  0.08
H 6.80977 -3.03190 2.80475  0.10
H 4.85841 -3.11235 1.48544  0.09
H 3.79952 -1.12652 0.50657  0.11
H 5.73815 3.61672 2.50963  0.10
H 7.20418 5.57944 2.48073  0.10
H 8.26339 6.32003 0.32282  0.09
H 8.12204 4.90135 -1.67814  0.10
H 6.53260 3.03510 -1.76141  0.12
H 3.07523 3.37780 -1.51308  0.06
H 1.93920 2.88252 -3.62967  0.08
H 2.24230 0.90710 -4.77821  0.08
H 3.56609 -0.89680 -3.90032  0.11
H 4.76223 -0.56311 -1.68585  0.09

# 2
Below is a 10-piece molecular cluster, C40H56BN10O overall, with properties calculated with ωB97M-V/def2-TZVPD.

Summary:
HOMO energy (eV): -5.16
Total charge: -1
Orbital gap (eV): 6.672
Multiplicity: 1
Max |F| (eV Å⁻¹): 0.31

Each line ends with the Löwdin charge.
Element x y z (Å)
N 2.80857 -0.08463 -1.45036  0.05
C 2.55890 -1.32959 -1.61820  -0.32
C 3.51672 -2.44996 -1.45147  -0.23
B 3.27898 -3.73815 -2.45919  -0.50
C 3.45905 -3.40860 -4.08982  -0.22
C 4.03340 -2.06179 -4.49334  -0.29
O 5.34066 -1.79627 -3.94352  -0.11
H 1.96694 0.45854 -1.64659  -0.01
H 1.55410 -1.64796 -1.94809  0.10
H 4.52880 -2.03179 -1.48563  0.06
H 3.37790 -2.82737 -0.42690  0.09
H 2.12784 -4.15847 -2.25852  0.03
H 4.06332 -4.62941 -2.12437  0.03
H 2.48169 -3.46568 -4.59583  0.07
H 4.07606 -4.18325 -4.57143  0.07
H 4.09677 -1.94102 -5.58471  0.10
H 3.41335 -1.24180 -4.11873  0.09
H 6.02653 -2.13513 -4.51916  0.08
N -1.34182 1.19778 -2.19613  0.01
C -1.02399 0.08822 -2.93037  -0.14
C -1.88218 -0.91602 -2.57111  -0.10
C -2.75669 -0.38535 -1.58330  -0.11
C -2.39467 0.91831 -1.37054  -0.16
H -0.86190 2.07738 -2.24691  0.14
H -0.20595 0.09953 -3.63051  0.11
H -1.87101 -1.91893 -2.96359  0.09
H -3.54790 -0.89843 -1.06118  0.06
H -2.79038 1.66020 -0.69802  0.10
N -6.34028 3.56159 -1.82857  0.00
C -6.52748 4.89259 -2.08424  -0.14
C -5.37486 5.37938 -2.64006  -0.10
C -4.45489 4.29800 -2.72000  -0.10
C -5.07879 3.18916 -2.21336  -0.14
H -7.02182 2.94408 -1.42547  0.13
H -7.45605 5.38102 -1.84642  0.08
H -5.20723 6.39648 -2.95309  0.09
H -3.45116 4.32963 -3.10964  0.09
H -4.73657 2.17376 -2.09813  0.10
N 7.01620 -0.65376 -1.91637  0.03
C 8.14254 -1.38598 -2.12573  -0.14
C 9.17855 -0.77798 -1.45627  -0.13
C 8.64166 0.36963 -0.81167  -0.14
C 7.30233 0.40989 -1.11866  -0.13
H 6.11213 -0.88365 -2.31694  0.10
H 8.11495 -2.28265 -2.72139  0.11
H 10.20040 -1.12262 -1.43188  0.06
H 9.17074 1.07602 -0.19234  0.08
H 6.53163 1.10561 -0.83278  0.11
N -9.50517 7.42840 -1.04017  0.00
C -8.39053 8.14630 -0.70076  -0.14
C -8.80777 9.32000 -0.13285  -0.11
C -10.22969 9.30936 -0.12973  -0.11
C -10.62921 8.12911 -0.69657  -0.15
H -9.50669 6.52720 -1.47982  0.13
H -7.39887 7.76933 -0.88591  0.10
H -8.16502 10.09908 0.24140  0.09
H -10.88241 10.07914 0.24667  0.09
H -11.61208 7.73112 -0.88171  0.10
N -5.91512 -2.43474 -0.62383  0.00
C -5.40003 -2.68803 0.61685  -0.13
C -6.45151 -2.82168 1.48409  -0.12
C -7.64695 -2.64313 0.73461  -0.12
C -7.28049 -2.40674 -0.56433  -0.15
H -5.37245 -2.28539 -1.45550  0.13
H -4.33753 -2.75138 0.77894  0.11
H -6.36744 -3.02621 2.53832  0.08
H -8.65892 -2.67928 1.10396  0.08
H -7.87319 -2.22000 -1.44336  0.10
N -5.90670 2.86634 1.35146  0.01
C -5.27567 2.65331 2.54457  -0.13
C -6.23475 2.43299 3.49723  -0.11
C -7.49811 2.52074 2.85240  -0.11
C -7.26046 2.79197 1.53115  -0.15
H -5.44535 3.07032 0.48139  0.11
H -4.20163 2.66977 2.61605  0.11
H -6.05150 2.23016 4.53904  0.09
H -8.46790 2.40083 3.30573  0.09
H -7.95053 2.94150 0.71794  0.09
N 10.41931 1.04101 4.37170  -0.01
C 9.09786 1.21393 4.05274  -0.14
C 8.84879 0.52108 2.89924  -0.10
C 10.06755 -0.09447 2.50408  -0.11
C 11.01602 0.24142 3.43277  -0.15
H 10.87723 1.43441 5.17178  0.14
H 8.44913 1.80967 4.67199  0.10
H 7.90502 0.45453 2.38405  0.09
H 10.21041 -0.72616 1.64286  0.08
H 12.05593 -0.02646 3.51163  0.09
N -7.52433 -4.70788 4.60403  0.00
C -6.98517 -5.15983 5.77771  -0.15
C -6.66274 -6.47962 5.60839  -0.12
C -7.02190 -6.83647 4.27910  -0.11
C -7.55004 -5.72149 3.68568  -0.15
H -7.85017 -3.77338 4.43933  0.14
H -6.87137 -4.50795 6.62673  0.10
H -6.21284 -7.11734 6.35088  0.09
H -6.89909 -7.79891 3.81136  0.09
H -7.93021 -5.55875 2.69160  0.10
N 12.58304 -2.02802 0.55624  0.01
C 13.30857 -2.41208 1.64959  -0.15
C 13.42525 -3.77640 1.61838  -0.12
C 12.73742 -4.23175 0.46003  -0.11
C 12.22794 -3.12869 -0.17205  -0.14
H 12.33251 -1.08132 0.33344  0.14
H 13.67829 -1.68847 2.35558  0.09
H 13.93815 -4.38126 2.34763  0.09
H 12.62040 -5.25173 0.13422  0.09
H 11.63769 -3.03858 -1.06744  0.10

| no. | LUMO (eV) |
| --- | --- |
| 1 | 2.27 |
| 2 | 1.51 |